DFT (wB97M-V/def2-TZVPD) results for 14 unconnected molecules or ions with the total composition C37H86B7F28N9O5 in a non-equilibrium geometry.

As for the total energy: -5302.14068 Eh. As for the HOMO energy: -0.36034 Ha. The LUMO energy is 0.081 eV.

Structure (XYZ):
```
172
Properties=species:S:1:pos:R:3:forces:R:3:lowdin_charge:R:1
F 3.9468 4.0344 1.3069 0.592 0.899 -0.081 0.04
F 4.5717 -2.0172 5.1654 0.980 0.336 0.898 0.19
F 4.7909 5.7010 -0.0803 0.539 -0.858 0.751 0.09
F -2.7688 2.3964 1.3148 -0.229 -0.794 0.097 0.06
F -4.6319 1.2592 0.4915 0.539 -0.143 1.123 0.05
F -4.7319 2.5538 2.4457 0.329 -1.276 -0.332 0.06
F -0.0618 1.3408 -3.9390 -1.182 0.423 0.373 0.04
F 3.7387 -3.1054 3.4170 -0.623 -0.652 -0.537 0.06
F -0.8931 -5.4433 -1.5811 0.613 0.519 -0.881 0.12
F -1.4349 -5.8128 0.5312 -0.273 1.204 -0.069 0.07
F 3.2770 -0.8904 3.7434 -0.075 0.948 -0.445 0.12
F -2.2565 -3.8501 -0.6328 0.890 -0.621 0.487 0.03
F 0.7614 6.8912 0.1055 0.319 -0.197 0.626 0.14
F -1.4825 6.4154 0.2463 0.597 -0.373 0.569 0.08
F -1.6036 1.4529 -2.2300 -0.222 0.209 0.369 0.14
F 6.2387 4.3834 1.3871 -1.613 1.208 -0.705 0.05
F 4.7675 6.0688 2.2107 0.224 -0.965 -0.684 0.09
F -0.0376 -4.0093 0.1198 -0.618 -0.343 -0.633 0.07
F 3.4589 -4.8620 -1.8477 -0.269 0.650 0.451 0.13
F -2.3756 1.7222 -4.4160 1.234 0.380 1.205 0.01
F 3.6989 -3.3275 -3.5238 0.273 -0.032 1.087 0.09
F -3.5120 0.5147 2.4660 -0.545 0.328 -0.429 0.11
F 1.9869 -3.0017 -2.0292 0.896 -0.769 0.328 0.10
F -0.3450 5.9959 -1.6669 -0.070 -0.242 -0.131 0.07
F 5.3462 -1.6770 2.9530 0.195 0.664 0.372 0.09
F 0.0818 4.6591 0.1016 -0.053 0.045 0.607 0.11
F -1.0331 3.3759 -3.4239 -0.239 -0.156 0.301 0.10
F 4.1985 -2.6950 -1.3475 -0.454 -0.768 -0.258 0.07
O -6.0400 -5.1977 0.9675 1.221 -0.375 -0.581 -0.20
O 4.0999 0.8345 0.5227 -0.460 -0.023 1.390 -0.22
O 3.1134 1.7987 -2.4466 -0.078 1.076 0.231 0.15
O -3.6965 6.7029 -1.8732 -0.487 0.684 -0.390 0.19
O 4.7868 -6.2816 0.8725 0.088 0.446 -0.032 0.16
N -6.0301 -1.8392 1.0231 -2.432 0.398 0.586 -0.24
N 0.1813 -2.5411 -4.0776 0.419 -0.554 -1.448 -0.09
N 1.6036 -4.0183 -4.8809 -4.081 1.444 1.224 -0.07
N 4.7895 -3.9035 0.9922 1.739 -2.292 0.470 0.12
N 2.2279 4.3018 3.8953 1.424 0.614 0.280 -0.06
N 0.1002 4.2882 3.7556 -2.060 -0.432 -0.147 -0.01
N 4.5393 3.1305 -1.2264 -0.974 -0.493 -1.487 0.09
N 1.1895 -0.5879 0.6896 -1.881 -0.465 -0.137 -0.21
N -3.2249 4.5709 -2.5071 0.406 0.863 -1.267 0.09
C -6.3441 -1.1772 -0.2962 -1.027 -1.328 0.615 -0.14
C 1.9207 -2.7831 -5.3606 1.281 1.142 -1.637 -0.05
C 0.5423 5.3606 3.0303 1.375 0.430 0.553 0.02
C -6.9608 -3.0204 1.1925 0.175 -0.626 0.956 -0.09
C 3.7614 -0.5231 0.3914 -0.510 -0.234 -1.278 -0.18
C -3.7852 5.0746 -0.1395 0.320 -2.427 0.990 0.01
C 1.0619 -1.8187 -4.8909 -0.452 -1.593 0.967 0.05
C -4.5974 -2.1882 0.9748 0.931 -1.769 1.306 -0.15
C -4.9005 -5.6305 0.2169 0.946 -1.865 0.266 -0.08
C -2.0721 4.4776 5.0460 0.060 -1.534 -0.513 -0.04
C -4.3116 3.5437 -2.6963 2.137 0.076 0.166 0.05
C 1.1932 0.7134 1.3879 0.723 1.587 -2.168 -0.14
C -7.6672 -0.4817 -0.4600 0.504 1.024 0.944 -0.04
C -1.2610 3.6996 3.9712 -0.430 1.770 -0.075 -0.11
C 2.3766 -0.7614 -0.2267 0.775 1.720 0.367 -0.06
C 2.5058 4.1505 -2.2753 -2.785 -0.249 0.184 0.06
C -6.3870 -0.8854 2.1419 -0.275 -0.433 -0.514 0.05
C -6.8137 -4.2548 0.2893 -1.410 0.168 -0.462 -0.21
C 2.1281 -5.3423 -5.1010 1.916 0.546 1.831 -0.17
C 3.5445 3.8884 4.4153 0.355 0.991 -1.010 0.04
C -1.4401 -0.7167 0.4031 0.095 -0.186 -0.959 -0.05
C 5.1560 1.0503 1.5118 -0.432 -1.017 -2.237 -0.01
C 4.1130 -5.3172 1.0048 -0.356 0.043 0.696 -0.36
C -0.0683 -0.7908 -0.2527 1.152 -1.617 -0.171 -0.15
C 3.2378 -5.1693 -6.1128 1.671 -0.847 0.446 -0.09
C 3.2774 2.9207 -2.0511 0.566 -1.003 -0.912 -0.38
C 5.8055 3.3033 -2.0196 -1.261 1.549 1.448 0.07
C 6.2770 -4.0216 0.4936 -2.282 1.511 0.816 0.06
C -3.9995 -2.9921 2.1627 -1.400 0.017 -0.425 -0.01
C 1.1310 3.6909 4.2623 1.559 -2.423 0.878 -0.09
C 0.9906 1.9393 0.4108 0.692 -0.169 0.995 -0.01
C 2.6295 -5.2586 1.2130 1.172 0.170 -0.994 0.05
C -0.9881 -2.0449 -3.3981 -0.617 -0.670 1.826 0.03
C 1.8990 5.4371 3.1469 -0.175 -1.800 0.583 0.06
C -3.6305 5.5905 -1.4868 1.236 0.304 0.368 -0.44
C 1.0716 -1.6727 1.7735 0.746 1.125 -0.198 0.06
C 0.4737 -3.8457 -4.1413 1.008 0.459 0.325 -0.01
B 4.2679 -1.8496 3.8621 -0.205 -1.300 -0.271 -1.28
B 3.3196 -3.4983 -2.1539 0.120 0.376 -1.762 -1.15
B -1.2751 1.9886 -3.4549 0.517 -1.166 -2.175 -1.16
B -0.2176 5.9802 -0.2402 -0.648 0.722 -1.667 -1.28
B -1.1363 -4.7661 -0.4003 -0.699 -0.556 0.937 -1.17
B 4.9661 5.0892 1.2049 0.207 -0.385 0.820 -1.08
B -3.9129 1.6282 1.7074 0.000 1.897 -0.438 -1.17
H -1.3925 -1.1005 -3.7442 0.305 0.014 -0.653 0.09
H -6.2593 -1.9842 -0.9830 0.354 -0.407 -0.861 0.11
H -4.0332 2.9041 -3.5299 -0.125 -0.157 0.185 0.10
H -7.4802 -0.7285 2.1256 0.697 -0.170 0.232 0.12
H 3.4141 3.2928 5.2896 -0.138 0.074 0.912 0.09
H 6.4283 -4.9732 0.0502 -0.032 -0.692 -0.401 0.07
H 2.8388 5.0274 -1.7885 1.026 0.893 0.308 0.08
H 4.3433 3.9470 -0.6928 0.218 1.023 1.082 0.08
H 2.2718 -6.1623 1.6607 -0.247 -0.556 -0.174 0.11
H 4.5072 -0.8986 -0.3103 -0.286 -0.528 0.020 0.13
H -7.8536 -4.7098 0.2538 0.920 0.664 -0.171 0.14
H 1.1979 2.7179 4.7989 -0.569 1.089 -0.395 0.19
H -7.9647 -0.3521 -1.4580 0.080 -0.139 -1.636 0.08
H -0.7211 -1.8669 -2.3187 -0.508 -0.532 -1.172 0.08
H -1.6275 0.3156 0.7304 -0.240 -0.444 0.040 0.07
H -4.1565 -4.8584 0.0485 -0.093 0.307 -0.062 0.05
H 2.3633 -4.4352 1.8073 -0.203 1.107 1.068 0.05
H 2.8909 -4.8270 -7.1011 -0.074 -0.246 0.433 0.09
H 2.6989 6.0518 2.7769 -0.248 0.282 -0.239 0.13
H -1.1059 2.6835 4.2673 0.147 -0.570 0.226 0.11
H 0.0081 -0.0845 -1.0803 0.188 0.113 0.196 0.11
H 0.1571 -1.8438 -0.6450 -0.507 1.462 0.561 0.11
H -2.2433 4.2173 -2.4027 -0.514 -0.424 0.459 0.15
H -1.5376 4.4236 5.9957 -0.301 -0.041 0.098 0.08
H -7.9983 -2.7167 1.1501 -0.026 0.812 -0.357 0.12
H 0.4180 0.7496 2.0994 -1.125 -0.279 0.840 0.11
H 0.9019 -0.7415 -4.9294 0.499 -0.347 -0.362 0.13
H -1.7268 -2.8700 -3.5124 0.184 0.905 0.549 0.12
H -5.8618 0.0342 2.0436 0.255 0.744 -0.578 0.08
H -8.5616 -0.7488 0.0292 -0.815 -1.508 0.835 0.07
H -6.8487 -3.3203 2.2544 0.164 -0.228 -0.690 0.15
H 2.4450 -5.7053 -4.0111 -0.264 0.447 -2.596 0.18
H 4.1187 3.2783 3.7401 -0.215 -0.213 -0.800 0.08
H -1.4893 -1.4511 1.2223 -0.453 0.437 -0.406 0.07
H 1.3673 -5.9710 -5.5003 -0.712 -0.486 -0.116 0.11
H 5.3762 1.9953 1.1407 1.393 2.038 0.739 0.04
H -2.1842 -1.0005 -0.4248 1.012 0.433 1.305 0.12
H 1.4540 4.0961 -1.8346 1.071 -0.554 -0.329 0.12
H -3.4833 5.7414 0.6358 0.040 0.750 0.071 0.09
H 2.1397 0.7533 1.9219 0.048 0.209 -0.057 0.12
H 6.2092 2.3614 -2.1988 0.727 -1.514 -0.412 0.08
H -4.0522 -1.2776 0.8876 0.301 0.651 -0.451 0.09
H -2.2191 5.4967 4.7900 0.106 1.012 -0.395 0.06
H 0.0854 -1.6173 2.2150 -0.119 0.185 -0.114 0.09
H -4.3022 -6.4706 0.7460 -1.424 1.382 -0.529 0.13
H 1.6728 1.9624 -0.4617 -0.572 -0.519 0.524 0.06
H 1.3342 2.8080 1.0110 -0.615 -0.236 -0.392 0.08
H 6.8846 -3.8841 1.3682 0.360 0.099 0.182 0.09
H 6.3358 -3.1964 -0.2025 0.530 -0.035 -0.157 0.09
H -0.0643 2.0666 0.0807 0.800 -0.040 0.320 0.08
H 6.4288 3.9159 -1.3519 0.081 -0.168 -0.665 0.11
H 4.2435 -3.3544 0.3458 -0.070 0.661 -0.401 0.10
H -5.2482 -6.0337 -0.7462 0.220 0.076 0.152 0.09
H -1.7665 3.6773 3.0132 -0.093 0.068 -0.166 0.11
H 4.0246 -4.4513 -5.7386 -0.823 -0.890 -0.329 0.09
H -2.9261 -3.1496 2.0553 -0.183 0.188 -0.239 0.09
H -0.0450 6.0816 2.5793 -1.437 0.869 -0.916 0.11
H 4.7541 -3.5128 1.9711 -0.356 -0.101 -0.699 0.13
H 3.6962 -6.1760 -6.2047 0.028 0.706 -0.319 0.09
H 2.7332 -2.6895 -6.0977 -0.566 0.177 0.816 0.14
H 4.8562 1.0057 2.5356 -0.478 -0.092 0.549 0.09
H 2.2894 -0.1632 -1.1608 -0.392 -0.104 0.838 0.14
H 2.2555 4.3245 -3.3202 0.370 -0.142 -0.162 0.12
H -3.2075 4.1245 0.0268 -0.244 0.889 -0.334 0.11
H -3.0768 5.1638 -3.3421 -0.424 -0.420 0.091 0.19
H 1.1525 -2.6234 1.2760 0.320 -0.357 0.090 0.08
H -5.5510 -0.5108 -0.3540 1.254 1.441 -0.866 0.09
H -6.5596 -4.0098 -0.8177 0.092 -0.551 1.869 0.16
H 5.9745 0.3539 1.2982 -0.071 0.043 0.278 0.10
H -4.4945 -3.9670 2.2907 0.265 0.317 -0.197 0.08
H -4.3593 3.0642 -1.7447 -0.094 -0.967 0.399 0.08
H 3.8291 -1.0898 1.2983 0.214 0.034 0.852 0.10
H -0.0076 -4.6417 -3.5666 0.042 0.427 -0.158 0.17
H 4.5153 2.2991 -0.6600 0.359 -0.778 0.980 0.11
H -4.7906 4.7424 0.0474 -0.800 0.033 -0.018 0.10
H 4.1463 4.7953 4.5248 -0.175 -0.238 0.513 0.11
H -4.5100 -2.8613 0.1585 0.353 0.025 -1.310 0.10
H -7.5705 0.5047 -0.0832 0.388 1.272 0.261 0.08
H 2.3098 -1.7545 -0.5259 0.020 -1.558 -0.449 0.07
H -4.2174 -2.4139 3.0269 0.324 0.375 1.167 0.06
H 1.7843 -1.4293 2.5827 -0.109 -0.560 -0.751 0.09
H 5.4965 3.7972 -2.9247 0.421 0.337 -0.362 0.11
H -3.0946 4.0444 5.0994 0.772 0.031 0.201 0.09
H 2.2234 -5.0223 0.2304 -0.390 -0.476 -0.161 0.09
H -5.1956 4.0839 -2.8296 -1.441 0.745 -0.556 0.09
H -6.0050 -1.3003 3.0468 -0.253 -0.516 0.755 0.10
```
Forces are in eV/Å.